# 1
Molecular formula: C48H56InN10S
Method: DFT, ωB97M-V/def2-TZVPD

```
116
Properties=species:S:1:pos:R:3:forces:R:3
C 5.331 2.044 -3.484 -0.223 -0.680 0.926
C 3.918 1.901 -2.850 0.104 0.492 -0.269
In 2.207 2.416 -4.211 -0.059 -0.790 -0.063
S 1.295 4.722 -3.650 -0.020 0.401 0.344
C 0.516 0.943 -3.794 0.691 0.513 0.274
N -0.188 1.201 -2.502 -0.452 -0.132 -0.355
H 6.021 1.438 -2.874 0.157 0.135 -0.261
H 5.362 1.642 -4.502 0.069 0.300 -0.019
H 5.722 3.064 -3.437 -0.238 -0.001 -0.359
H 3.853 2.562 -1.972 0.026 -0.188 -0.100
H 3.811 0.872 -2.474 -0.129 0.174 -0.126
H 2.645 2.442 -5.955 -0.252 -0.004 0.506
H 1.438 4.909 -2.306 0.029 -0.357 -0.576
H 0.953 -0.069 -3.751 -0.306 0.136 -0.272
H -0.232 1.015 -4.594 0.157 -0.339 0.124
H 0.486 1.392 -1.772 0.187 0.148 -0.011
H -0.677 2.082 -2.638 0.060 0.006 0.370
N -1.781 3.652 -1.205 -0.413 0.158 0.324
C -2.175 2.841 -0.221 0.300 -0.011 -0.281
C -3.210 3.133 0.651 -0.132 0.184 0.172
C -3.878 4.336 0.502 0.031 0.075 0.031
C -3.487 5.197 -0.513 -0.007 -0.074 0.025
C -2.439 4.807 -1.335 0.211 -0.107 -0.170
H -1.624 1.911 -0.141 -0.078 -0.066 -0.003
H -3.483 2.431 1.425 0.037 -0.070 -0.048
H -4.693 4.598 1.166 0.031 0.029 0.019
H -3.984 6.146 -0.666 0.022 0.004 -0.024
H -2.097 5.443 -2.145 0.007 0.028 0.003
N -3.686 -0.026 0.798 -0.182 -0.414 0.054
C -4.933 -0.313 1.184 0.217 0.154 -0.044
C -5.498 -1.574 1.093 0.004 0.002 -0.023
C -4.729 -2.600 0.564 0.090 -0.093 -0.012
C -3.436 -2.324 0.151 -0.208 -0.099 0.044
C -2.964 -1.029 0.291 0.141 0.355 0.039
H -5.497 0.523 1.588 -0.067 -0.025 0.020
H -6.513 -1.750 1.425 -0.002 0.010 -0.005
H -5.136 -3.598 0.473 -0.066 0.034 -0.004
H -2.803 -3.093 -0.271 0.090 0.076 0.003
H -1.958 -0.767 -0.018 0.008 -0.070 -0.088
N -7.182 -4.205 -1.122 -0.137 -0.032 -0.323
C -8.289 -3.572 -1.516 0.174 -0.070 0.224
C -8.707 -3.497 -2.834 0.035 -0.025 -0.046
C -7.932 -4.110 -3.805 -0.018 -0.005 -0.065
C -6.777 -4.771 -3.419 -0.068 0.022 -0.029
C -6.450 -4.790 -2.073 -0.021 0.059 0.297
H -8.861 -3.104 -0.723 -0.060 0.030 -0.036
H -9.615 -2.970 -3.094 0.004 0.015 0.025
H -8.222 -4.072 -4.847 0.008 0.008 0.006
H -6.143 -5.260 -4.146 0.026 0.004 0.024
H -5.557 -5.296 -1.725 0.042 -0.012 -0.074
N 7.873 -0.646 -2.672 0.305 -0.136 -0.269
C 9.173 -0.436 -2.452 -0.306 0.005 0.117
C 10.154 -0.580 -3.419 0.011 -0.013 -0.051
C 9.768 -0.970 -4.691 0.036 -0.017 -0.070
C 8.425 -1.196 -4.942 0.075 0.004 0.008
C 7.522 -1.019 -3.905 -0.127 0.074 0.314
H 9.427 -0.134 -1.442 0.073 0.018 -0.001
H 11.193 -0.392 -3.182 -0.011 0.011 0.026
H 10.504 -1.096 -5.476 -0.007 0.006 0.003
H 8.084 -1.502 -5.921 -0.039 0.016 0.009
H 6.461 -1.178 -4.058 -0.005 0.025 -0.060
N -8.020 5.020 0.246 -0.159 -0.321 -0.005
C -9.269 4.741 0.627 0.214 0.185 -0.023
C -9.836 3.479 0.551 0.023 -0.041 -0.022
C -9.066 2.443 0.048 -0.005 -0.060 -0.003
C -7.768 2.708 -0.355 -0.085 -0.070 0.027
C -7.295 4.006 -0.235 -0.005 0.317 0.016
H -9.835 5.583 1.011 -0.067 -0.031 0.022
H -10.854 3.313 0.877 -0.002 0.029 0.003
H -9.472 1.441 -0.029 0.005 0.005 0.000
H -7.133 1.927 -0.753 0.042 0.035 0.003
H -6.286 4.258 -0.535 0.013 -0.088 -0.070
N -0.210 -3.635 0.078 0.225 -0.182 0.236
C -0.332 -4.754 0.796 -0.087 0.217 -0.182
C 0.661 -5.253 1.622 0.033 0.010 0.007
C 1.854 -4.552 1.710 0.090 -0.004 0.042
C 2.004 -3.388 0.973 -0.012 -0.110 0.087
C 0.946 -2.974 0.178 -0.283 0.121 -0.214
H -1.281 -5.269 0.694 0.001 -0.060 0.057
H 0.505 -6.164 2.184 -0.020 -0.001 -0.011
H 2.656 -4.909 2.345 -0.009 -0.001 0.002
H 2.919 -2.813 1.013 -0.016 0.026 -0.040
H 1.015 -2.069 -0.415 0.059 0.015 0.003
N 4.548 3.864 -7.028 0.533 0.333 -0.374
C 4.515 5.170 -6.767 -0.251 -0.231 0.183
C 5.360 6.097 -7.360 0.100 -0.034 -0.098
C 6.296 5.642 -8.275 0.028 0.063 -0.015
C 6.347 4.286 -8.560 0.021 0.050 -0.015
C 5.454 3.446 -7.912 -0.214 -0.018 0.196
H 3.767 5.476 -6.040 0.000 0.018 0.019
H 5.287 7.147 -7.110 -0.021 -0.010 0.026
H 6.975 6.333 -8.759 -0.003 -0.006 0.003
H 7.064 3.890 -9.268 -0.009 -0.018 0.005
H 5.454 2.378 -8.103 0.048 -0.015 -0.036
N 4.495 -3.425 6.217 -0.255 0.109 -0.005
C 3.834 -2.986 7.292 0.202 -0.126 -0.183
C 2.619 -2.321 7.238 0.004 0.079 -0.020
C 2.055 -2.092 5.993 -0.018 -0.003 -0.034
C 2.722 -2.536 4.862 -0.064 0.028 0.023
C 3.931 -3.193 5.029 0.204 -0.114 0.146
H 4.316 -3.185 8.244 -0.041 0.035 0.053
H 2.128 -1.991 8.145 0.022 -0.065 -0.075
H 1.107 -1.576 5.904 0.007 0.001 -0.002
H 2.314 -2.376 3.873 0.020 -0.015 -0.007
H 4.487 -3.561 4.174 -0.032 0.038 -0.059
N 1.082 -2.145 10.135 -0.065 0.003 0.532
C 1.479 -3.274 10.728 -0.030 0.106 -0.288
C 1.482 -3.464 12.100 -0.027 0.054 0.052
C 1.053 -2.423 12.908 -0.002 -0.006 0.062
C 0.639 -1.242 12.314 0.017 -0.072 0.037
C 0.671 -1.156 10.932 0.028 -0.063 -0.278
H 1.808 -4.058 10.056 0.020 -0.047 0.035
H 1.812 -4.402 12.525 0.008 -0.008 -0.030
H 1.042 -2.531 13.985 0.002 0.001 -0.007
H 0.298 -0.406 12.909 -0.005 0.015 -0.028
H 0.354 -0.253 10.423 -0.011 0.045 0.056
```
Forces are in eV/Å.

**LUMO**: 0.0650 Eh
**Gap between HOMO and LUMO**: 0.18111 Ha
**Strongest force on any atom**: 1.17 eV Å⁻¹
**E_tot**: -81592.3240 eV
**Net charge**: -1
**HOMO**: -3.16 eV

# 2
Molecular formula: C48H57AsBrClN2O3SSbSi3Sn
Method: DFT, ωB97M-V/def2-TZVPD

```
119
Properties=species:S:1:pos:R:3:forces:R:3
Sn 15.292 11.079 11.898 -0.751 -0.384 0.556
S 15.499 9.708 14.034 -2.006 1.022 0.029
C 16.849 8.733 13.645 2.090 0.112 -0.099
C 16.640 7.489 13.085 0.890 -0.900 -0.577
C 17.719 6.624 12.853 1.164 0.400 0.302
C 19.005 7.067 13.260 -1.692 0.009 -0.312
C 19.219 8.282 13.912 0.237 0.175 0.677
C 18.147 9.180 14.030 -0.887 -0.553 1.384
As 17.985 10.828 15.227 1.178 0.293 -1.416
C 19.973 11.110 15.252 -0.435 -0.439 0.438
C 20.697 11.212 16.440 0.450 0.370 -0.613
C 22.097 11.312 16.361 -1.080 0.898 0.566
C 22.784 11.543 15.191 0.583 0.181 -0.152
C 22.033 11.423 14.020 0.056 0.234 -2.006
C 20.648 11.170 14.017 0.620 0.227 1.713
C 17.598 10.121 17.000 0.362 -0.004 0.010
C 16.423 10.495 17.655 0.612 0.240 -0.056
C 16.194 10.018 18.941 -0.069 -0.109 -0.644
C 17.117 9.215 19.607 -1.242 -0.476 0.623
C 18.296 8.900 18.965 1.158 -0.175 0.482
C 18.535 9.342 17.676 0.588 -0.542 -1.195
H 15.635 7.239 12.840 -0.573 -0.406 -0.154
H 17.685 5.588 12.427 -0.480 1.270 0.336
H 19.791 6.399 13.048 1.076 -0.589 0.153
H 20.189 8.429 14.465 -0.982 0.202 -1.039
H 20.188 11.349 17.409 0.395 -0.597 -0.537
H 22.601 11.392 17.283 0.739 0.063 0.988
H 23.866 11.903 15.265 -1.632 -0.950 -0.530
H 22.515 11.540 13.014 -0.316 -0.046 1.089
H 20.044 11.047 13.135 0.281 0.016 -0.494
H 15.705 11.192 17.206 0.239 -0.486 -0.048
H 15.214 10.244 19.293 -0.401 0.009 0.902
H 16.823 8.725 20.571 0.568 0.779 -0.869
H 19.098 8.367 19.493 -0.542 -0.061 -0.276
H 19.447 9.020 17.099 -0.950 0.355 0.980
C 19.678 11.846 10.029 0.973 0.496 -0.625
C 18.673 10.909 9.973 -2.269 0.181 -0.565
N 17.419 11.217 9.553 1.160 -1.094 0.649
C 17.151 12.438 9.126 2.536 0.990 -0.024
C 18.198 13.452 9.044 -0.637 -2.159 0.646
C 19.468 13.107 9.501 0.178 0.293 0.197
C 17.929 14.711 8.519 -0.886 1.716 -0.003
C 16.670 15.005 8.073 1.168 1.333 -1.692
C 15.644 14.000 7.993 0.205 -0.392 0.476
C 14.388 14.220 7.400 -0.041 0.151 0.673
C 13.352 13.309 7.527 1.331 0.220 -0.896
C 13.670 12.137 8.214 0.891 0.454 1.382
N 14.843 11.897 8.813 -0.524 -0.422 -0.914
C 15.869 12.740 8.613 -1.809 1.238 -0.244
H 20.679 11.586 10.321 0.151 -0.257 0.263
H 18.778 9.856 10.198 0.377 0.072 0.331
H 20.278 13.860 9.403 -0.528 -0.685 0.243
H 18.734 15.466 8.600 -0.673 -0.385 -0.398
H 16.573 16.012 7.550 -0.408 -1.385 0.893
H 14.279 15.186 6.952 -0.420 0.322 -0.424
H 12.413 13.459 7.005 -0.003 -0.057 0.335
H 12.920 11.436 8.471 -0.744 -0.716 -0.073
Br 16.025 14.159 14.138 0.105 1.007 0.701
C 8.477 12.736 9.622 -0.581 0.168 -0.951
C 9.110 13.591 10.666 -0.106 1.427 1.894
C 8.680 14.923 10.869 1.190 -1.367 -0.516
C 9.250 15.699 11.860 0.028 -1.041 0.961
Cl 8.700 17.283 12.132 -0.538 1.195 -0.006
C 10.168 15.199 12.770 -0.055 -1.075 -2.028
C 10.742 13.935 12.487 -0.177 0.794 1.697
C 10.105 13.119 11.591 -0.116 0.197 -2.524
O 10.598 11.900 11.227 0.275 -1.352 0.324
C 11.092 10.981 12.215 0.295 1.063 0.773
C 12.623 10.970 12.210 -0.129 -0.839 -0.791
O 13.287 10.002 11.689 -0.528 1.102 0.235
O 13.199 11.970 12.679 1.166 0.509 0.285
H 9.174 12.488 8.801 -0.144 -0.011 0.468
H 7.626 13.300 9.129 0.842 -0.755 0.720
H 8.118 11.788 10.056 0.055 0.374 -0.270
H 7.992 15.377 10.196 -0.585 0.131 -0.362
H 10.369 15.844 13.575 0.960 0.417 0.968
H 11.653 13.583 12.997 -0.744 0.092 -0.091
H 10.762 9.993 12.004 -0.559 -0.685 -0.471
H 10.739 11.276 13.231 0.262 -0.149 -0.633
C 13.116 17.907 16.351 -1.425 0.633 -0.183
Si 14.166 16.532 16.983 -1.003 -1.460 0.889
C 13.284 14.840 16.889 0.043 -0.331 -1.019
C 14.619 16.816 18.785 -0.402 0.613 0.838
Sb 16.328 16.385 15.474 -0.591 -1.391 0.338
Si 18.747 15.760 16.511 1.784 -0.757 0.390
C 19.391 17.277 17.440 -0.069 -0.107 0.205
C 19.638 15.332 14.886 -2.975 0.915 0.429
C 18.941 14.274 17.735 -0.353 -0.100 -0.937
Si 15.434 17.791 13.526 0.938 1.546 -1.174
C 16.923 17.733 12.346 -1.210 -0.304 -0.315
C 13.876 17.017 12.787 0.808 0.459 -0.329
C 15.420 19.658 14.075 -0.266 -0.897 -0.810
H 12.485 18.338 17.195 0.827 -0.567 -0.952
H 12.424 17.709 15.492 0.591 -0.194 0.774
H 13.775 18.682 15.995 0.063 0.570 0.132
H 12.173 14.849 16.743 0.899 0.346 0.368
H 13.543 14.153 17.699 -0.115 0.354 0.240
H 13.661 14.291 16.010 -0.142 0.207 -0.013
H 14.113 15.966 19.307 0.391 0.701 -0.196
H 14.225 17.798 19.254 0.798 -1.554 -0.891
H 15.700 16.698 18.960 -0.384 0.237 0.160
H 19.154 18.215 16.946 0.186 0.152 -0.161
H 20.494 17.213 17.608 -0.776 -0.080 -0.329
H 18.935 17.338 18.439 0.057 -0.125 -0.214
H 19.520 16.208 14.241 0.542 -0.105 -0.129
H 19.009 14.539 14.447 0.739 -0.078 0.039
H 20.628 15.069 15.130 1.221 -0.458 -0.096
H 18.723 14.639 18.729 -0.107 -0.035 0.363
H 20.003 13.880 17.731 -1.109 0.606 -0.311
H 18.251 13.434 17.497 0.501 0.404 0.167
H 16.488 17.891 11.346 0.311 0.068 0.108
H 17.511 16.823 12.298 -0.021 -0.194 0.110
H 17.550 18.574 12.589 0.376 0.311 0.032
H 13.866 15.955 12.918 0.074 -0.774 0.139
H 13.935 17.184 11.698 0.080 0.055 0.326
H 12.928 17.394 13.113 -0.421 0.404 0.371
H 15.122 20.380 13.284 0.261 -0.681 0.246
H 16.397 19.930 14.455 0.358 0.017 -0.097
H 14.741 19.794 14.880 -0.668 0.341 0.666
```
Forces are in eV/Å.

**LUMO**: -0.1510 Eh
**Energy relative to the best compared isomer or geometry (same formula, charge and spin)**: 31.0 kcal per mole
**Gap between HOMO and LUMO**: 0.18899 Ha
**Strongest force on any atom**: 3.14 eV Å⁻¹
**E_tot**: -250060.3081 eV
**Net charge**: +1
**HOMO**: -9.25 eV